No. 1
# C39H39BrN9O6RbS

A molecular structure, C39H39BrN9O6RbS in a non-equilibrium geometry (ωB97M-V/def2-TZVPD, OMol25).

Orbital gap, eV: 4.02
Largest force on an atom, hartree/bohr: 0.0254
LUMO level, eV: 2.59
Charge: -2
DFT total energy, eV: -148307.148
Multiplicity: 1

XYZ file:
```
96
C39H39BrN9O6RbS ωB97M-V/def2-TZVPD
Rb -0.198 -1.606 -0.955
O -2.399 4.137 -1.255
C -2.509 3.874 0.076
C -3.186 4.805 0.858
C -3.334 4.599 2.221
C -2.821 3.452 2.809
C -2.154 2.526 2.019
C -1.971 2.720 0.659
C -1.125 1.661 -0.100
O -0.876 0.568 0.556
N -1.944 1.419 -1.389
N -1.353 0.968 -2.485
C -2.066 0.453 -3.416
C -1.522 -0.027 -4.663
Br 0.193 -0.865 -4.566
C -2.155 -0.023 -5.845
C -3.371 0.736 -6.142
C -4.259 0.287 -7.125
C -5.387 1.016 -7.462
C -5.658 2.224 -6.834
C -4.775 2.696 -5.872
C -3.651 1.965 -5.530
H -2.105 3.301 -1.667
H -3.599 5.683 0.375
H -3.859 5.336 2.819
H -2.934 3.286 3.874
H -1.757 1.603 2.426
H -0.222 2.193 -0.505
H -2.868 1.032 -1.192
H -3.147 0.343 -3.304
H -1.737 -0.610 -6.654
H -4.059 -0.656 -7.620
H -6.061 0.640 -8.222
H -6.542 2.792 -7.096
H -4.961 3.648 -5.388
H -2.962 2.362 -4.796
N 2.608 -3.161 -0.848
C 1.948 -4.077 -1.780
C 0.534 -4.382 -1.268
O 0.415 -4.654 -0.033
N -0.372 -4.390 -2.208
C -1.739 -4.628 -1.838
C -2.680 -3.442 -2.310
O -3.545 -3.736 -3.162
O -2.467 -2.333 -1.750
H 3.604 -3.121 -1.028
H 2.456 -3.527 0.089
H 2.468 -5.046 -1.861
H 1.889 -3.632 -2.774
H -1.876 -4.728 -0.750
H -2.126 -5.522 -2.341
C 3.206 -3.952 7.616
C 2.493 -2.688 7.210
C 2.877 -1.963 6.091
C 2.229 -0.795 5.720
C 1.144 -0.331 6.458
N 0.441 0.846 6.164
C 0.511 1.735 5.089
O 0.416 2.933 5.310
N 0.649 1.235 3.832
C 0.360 -0.067 3.345
C -0.716 -0.817 3.793
C -0.920 -2.075 3.250
C -0.033 -2.543 2.292
N 0.988 -1.816 1.850
C 1.160 -0.601 2.341
C 0.761 -1.048 7.592
C 1.428 -2.202 7.962
H 4.027 -4.171 6.935
H 2.523 -4.804 7.609
H 3.613 -3.863 8.626
H 3.709 -2.311 5.489
H 2.577 -0.246 4.858
H 0.043 1.302 6.966
H 0.752 1.943 3.121
H -1.390 -0.413 4.538
H -1.763 -2.677 3.563
H -0.133 -3.532 1.850
H 1.980 -0.020 1.927
H -0.075 -0.692 8.185
H 1.108 -2.738 8.849
N 5.858 3.475 -4.373
C 6.059 2.493 -3.450
S 7.621 2.064 -3.076
C 4.870 1.855 -2.887
C 4.964 0.929 -1.843
C 3.814 0.343 -1.349
N 2.595 0.607 -1.814
C 2.495 1.488 -2.801
C 3.583 2.133 -3.364
H 6.689 3.989 -4.612
H 5.013 4.022 -4.294
H 5.933 0.690 -1.432
H 3.854 -0.378 -0.540
H 1.487 1.683 -3.154
H 3.418 2.816 -4.187
```

***

No. 2
# C3H7NO2

2 unconnected molecules or ions with the total composition C3H7NO2 in a non-equilibrium geometry (ωB97M-V/def2-TZVPD, OMol25).

Orbital gap, eV: 9.39
Largest force on an atom, hartree/bohr: 0.0671
LUMO level, eV: 0.87
SMILES: C=CN.O=CO
Charge: 0
DFT total energy, eV: -8808.045
Multiplicity: 1
Energy above the lowest of the compared OMol25 structures with the same formula, charge and spin, kcal/mol: 57.3

XYZ file:
```
13
C3H7NO2 ωB97M-V/def2-TZVPD
C -0.242 1.648 -1.427
C 0.360 2.642 -0.747
N -1.238 0.880 -0.727
H 0.293 1.216 -2.265
H 1.263 3.044 -1.209
H -0.088 3.146 0.108
H -1.968 1.506 -0.406
H 1.282 -0.437 1.220
H -1.620 0.293 -1.469
O 0.324 -0.597 1.268
C 0.209 -1.949 1.199
O 0.668 -2.681 0.383
H -0.306 -2.249 2.125
```

***

The evaluated HOMO energy for the records listed, in turn: -1.43; -8.52 eV.